(1)
This record from OMol25 describes C4F5NPtS3Se as an isolated structure at a distorted geometry. The level of theory is ωB97M-V/def2-TZVPD.

Computed properties:
Net charge ... 0
E_tot ... -4421.4683 hartree
HOMO level (alpha / beta) ... -8.6 / -9.3 eV
Spin multiplicity ... 5
LUMO (alpha / beta) ... -0.9 / -3.6 eV
Orbital gap (alpha / beta) ... 0.284 / 0.211 Eh

Last column: Löwdin spin population.
Positions of all 15 atoms, in Å:
Pt 0.86 -0.70 -0.09  1.14
S -2.25 -2.99 2.60  0.99
C -0.78 -2.02 1.67  0.14
S 0.19 -1.15 2.34  0.28
S -0.71 -2.38 0.06  0.30
F 0.50 2.27 -0.08  0.04
C -0.22 1.06 -1.04  0.28
F 0.20 1.47 -2.14  0.07
C -1.58 1.30 -0.13  0.05
F -2.48 2.06 -0.86  0.02
F -1.23 1.09 1.15  0.01
F -2.05 0.03 -0.62  0.02
Se 3.25 -1.30 -0.16  0.37
C 3.01 0.20 -0.99  0.06
N 3.28 1.08 -1.71  0.24


(2)
This record from OMol25 describes one molecule with the formula C4H7ClN2O at a distorted geometry. The level of theory is ωB97M-V/def2-TZVPD.

Computed properties:
SMILES string ... CN/C(N)=C(/Cl)C=O
Net charge ... 0
E_tot ... -801.5370 hartree
Energy above the lowest of the compared OMol25 structures with the same formula, charge and spin ... 0.705 eV
HOMO level ... -8.0 eV
LUMO ... 0.6 eV
Orbital gap ... 0.318 Eh

Last column: natural (NBO) charge in e.
Positions of all 15 atoms, in Å:
C -1.82 0.07 0.62  -0.40
C 0.49 -0.61 -0.21  0.45
C 1.18 0.60 -0.04  -0.37
C 0.65 1.91 -0.25  0.36
H -2.53 -0.59 1.01  0.19
H -2.44 0.71 -0.01  0.22
H -1.32 0.70 1.39  0.23
H -1.25 -1.48 -0.66  0.39
H 0.72 -2.59 -0.26  0.38
H 2.18 -1.70 -0.36  0.41
H 1.40 2.65 -0.05  0.12
N -0.86 -0.68 -0.16  -0.56
N 1.16 -1.72 -0.61  -0.79
O -0.46 2.25 -0.65  -0.60
Cl 2.87 0.46 0.24  -0.02


(3)
This record from OMol25 describes C22H26F3MnN6O2SSe as an isolated structure. The level of theory is ωB97M-V/def2-TZVPD.

Computed properties:
Net charge ... 0
E_tot ... -5583.1967 hartree
Energy above the lowest of the compared OMol25 structures with the same formula, charge and spin ... 0.483 eV
HOMO level (alpha / beta) ... -5.5 / -7.4 eV
Spin multiplicity ... 5
LUMO (alpha / beta) ... -1.1 / -1.2 eV
Orbital gap (alpha / beta) ... 0.160 / 0.230 Eh

Last column: Löwdin spin population.
Positions of all 62 atoms, in Å:
Mn 0.28 1.31 -0.50  2.90
C -4.63 -0.19 2.48  0.00
C -4.91 0.70 1.28  0.00
N -4.05 0.45 0.15  0.05
C -2.73 0.80 0.16  0.07
S -1.74 0.14 -1.20  0.00
N -2.24 1.55 1.07  -0.03
N -0.92 1.87 0.95  0.17
C -0.37 2.66 1.90  0.21
C -1.16 3.18 3.06  0.03
C 1.00 2.96 1.71  0.11
C 1.80 3.71 2.61  0.06
C 3.12 3.90 2.34  0.05
C 3.70 3.35 1.18  0.11
C 2.88 2.63 0.34  0.02
N 1.58 2.43 0.58  0.12
H -5.29 0.05 3.31  0.00
H -3.60 -0.06 2.81  0.00
H -4.78 -1.24 2.23  0.00
H -4.79 1.75 1.56  0.00
H -5.94 0.57 0.94  0.00
H -4.35 -0.20 -0.56  0.00
H -2.22 3.22 2.80  0.00
H -0.83 4.18 3.34  0.00
H -1.06 2.54 3.94  0.01
H 1.35 4.12 3.50  0.00
H 3.74 4.47 3.03  0.00
H 4.74 3.48 0.95  0.01
H 3.25 2.18 -0.57  0.00
F 1.52 3.11 -4.81  0.00
C 1.39 1.84 -4.40  0.00
F 0.48 1.24 -5.19  0.00
F 2.56 1.23 -4.60  0.00
C 0.93 1.78 -2.93  0.00
O -0.03 2.48 -2.59  0.04
O 1.53 0.97 -2.17  0.00
Se 0.86 -0.66 2.27  0.00
N 1.27 -0.55 0.54  0.04
C 2.03 -1.59 0.25  0.01
C 2.60 -1.85 -1.04  0.00
C 3.33 -2.98 -1.19  0.00
C 3.55 -3.90 -0.11  0.00
C 3.06 -3.68 1.13  0.00
C 2.28 -2.50 1.35  0.00
N 1.74 -2.18 2.51  0.00
H 2.44 -1.14 -1.83  0.00
H 3.77 -3.20 -2.15  0.00
H 4.14 -4.79 -0.30  0.00
H 3.23 -4.36 1.95  0.00
C -1.58 -2.53 -3.05  0.00
C -0.82 -2.38 -1.73  0.00
C -0.43 -3.74 -1.16  0.00
C -1.63 -1.61 -0.69  0.01
H -0.97 -3.06 -3.78  0.00
H -1.86 -1.57 -3.47  0.00
H -2.49 -3.11 -2.89  0.00
H 0.10 -1.81 -1.92  0.00
H -1.32 -4.33 -0.93  0.00
H 0.15 -3.65 -0.25  0.00
H 0.16 -4.30 -1.89  0.00
H -1.16 -1.66 0.29  0.00
H -2.65 -2.00 -0.61  0.00


(4)
This record from OMol25 describes a 2-piece molecular cluster, C5H13N3O overall at a distorted geometry. The level of theory is ωB97M-V/def2-TZVPD.

Computed properties:
SMILES string ... [H]/N=C(\C)N(C)C=O.CN
Net charge ... 0
E_tot ... -437.7872 hartree
Energy above the lowest of the compared OMol25 structures with the same formula, charge and spin ... 1.821 eV
HOMO level ... -9.0 eV
LUMO ... 0.9 eV
Orbital gap ... 0.364 Eh

Last column: natural (NBO) charge in e.
Positions of all 22 atoms, in Å:
C -0.12 0.35 1.11  0.58
C 1.21 1.61 -0.45  -0.43
C -2.85 0.93 -0.29  -0.41
C 1.38 -2.08 0.50  -0.68
N 0.97 0.36 0.25  -0.48
N -1.78 -0.05 -0.25  -0.84
C 1.65 -0.77 -0.19  0.47
O -0.45 -0.60 1.85  -0.70
N 2.45 -0.62 -1.17  -0.72
H -1.85 -0.75 0.58  0.42
H -0.42 1.38 1.35  0.13
H -1.60 -0.46 -1.16  0.37
H 3.00 -1.46 -1.37  0.35
H 0.37 1.86 -1.10  0.19
H 1.36 2.41 0.28  0.20
H 2.11 1.53 -1.06  0.26
H -2.57 1.75 -0.96  0.19
H -2.99 1.34 0.71  0.20
H -3.80 0.52 -0.64  0.18
H 2.00 -2.86 0.05  0.21
H 1.60 -2.01 1.56  0.25
H 0.34 -2.37 0.39  0.24


(5)
This record from OMol25 describes a 2-piece molecular cluster, C4H12OS overall at a distorted geometry. The level of theory is ωB97M-V/def2-TZVPD.

Computed properties:
SMILES string ... CCSC.CO
Net charge ... 0
E_tot ... -632.9345 hartree
Energy above the lowest of the compared OMol25 structures with the same formula, charge and spin ... 2.518 eV
HOMO level ... -8.2 eV
LUMO ... 0.9 eV
Orbital gap ... 0.336 Eh

Last column: natural (NBO) charge in e.
Positions of all 18 atoms, in Å:
C 0.97 0.26 3.00  -0.25
O 1.52 -1.06 3.00  -0.73
H 0.93 -1.68 3.50  0.46
H 0.38 0.54 3.88  0.16
H 1.86 0.80 2.79  0.20
H 0.21 0.16 2.22  0.16
C -1.04 -0.35 -1.47  -0.55
C -0.89 -1.59 -0.53  -0.63
C 0.39 1.95 -2.49  -0.74
S 0.56 0.34 -1.50  0.19
H -1.41 -0.46 -2.55  0.20
H -1.76 0.30 -1.17  0.20
H -1.47 -2.38 -0.98  0.22
H -1.07 -1.39 0.45  0.21
H -0.31 1.70 -3.34  0.22
H -0.31 2.62 -1.83  0.21
H 1.39 2.39 -2.67  0.24
H 0.05 -2.12 -0.32  0.23


(6)
This record from OMol25 describes an isolated ion of composition CH3N2O2S and charge -1 at a distorted geometry. The level of theory is ωB97M-V/def2-TZVPD.

Computed properties:
Net charge ... -1
E_tot ... -698.0422 hartree
Energy above the lowest of the compared OMol25 structures with the same formula, charge and spin ... 2.602 eV
HOMO level ... -3.3 eV
LUMO ... 4.3 eV
Orbital gap ... 0.279 Eh

Last column: natural (NBO) charge in e.
Positions of all 9 atoms, in Å:
C -0.24 0.37 0.13  -0.17
N -1.24 0.08 -0.78  -0.52
N -1.03 -0.75 0.41  -0.47
O 2.17 1.26 0.14  -1.06
O 1.75 -1.30 0.43  -1.06
S 1.49 -0.01 -0.38  1.40
H -0.39 1.22 0.80  0.17
H -2.10 0.61 -0.84  0.34
H -0.41 -1.48 0.08  0.36


(7)
This record from OMol25 describes a 2-piece molecular cluster, C3H7N2O overall at a distorted geometry. The level of theory is ωB97M-V/def2-TZVPD.

Computed properties:
Net charge ... +1
E_tot ... -302.8523 hartree
Energy above the lowest of the compared OMol25 structures with the same formula, charge and spin ... 5.107 eV
HOMO level ... -14.1 eV
LUMO ... -5.6 eV
Orbital gap ... 0.313 Eh

Last column: natural (NBO) charge in e.
Positions of all 13 atoms, in Å:
C -1.64 -0.51 -1.25  0.24
C -0.40 -0.84 -0.63  -0.24
C 0.64 -1.67 -1.33  0.49
N 2.13 -0.22 1.34  -1.10
N -2.21 0.67 -1.23  -0.65
O -0.15 -2.37 -0.67  -0.31
H -2.26 -1.24 -1.83  0.26
H 0.00 -0.28 0.18  0.30
H 1.57 -0.47 2.26  0.37
H 2.71 -1.04 1.14  0.37
H 2.84 0.41 1.59  0.38
H -1.77 1.61 -0.89  0.45
H -3.17 0.89 -1.52  0.45


(8)
This record from OMol25 describes one molecule with the formula C4H8ClF at a distorted geometry. The level of theory is ωB97M-V/def2-TZVPD.

Computed properties:
SMILES string ... CC[C@H](Cl)CF
Net charge ... 0
E_tot ... -717.2219 hartree
Energy above the lowest of the compared OMol25 structures with the same formula, charge and spin ... 1.427 eV
HOMO level ... -10.6 eV
LUMO ... 1.0 eV
Orbital gap ... 0.427 Eh

Last column: natural (NBO) charge in e.
Positions of all 14 atoms, in Å:
C -1.71 -0.19 -0.43  -0.63
C -0.75 -0.06 0.84  -0.40
C 0.67 0.55 0.44  -0.26
C 1.55 -0.39 -0.50  0.03
H -1.19 -0.79 -1.33  0.20
H -2.80 -0.60 -0.29  0.23
H -1.69 0.81 -0.82  0.22
H -1.11 0.63 1.57  0.21
H -0.47 -1.00 1.33  0.21
H 1.30 0.46 1.30  0.23
H 1.75 0.03 -1.49  0.18
H 1.04 -1.35 -0.71  0.18
F 2.77 -0.31 0.17  -0.37
Cl 0.64 2.20 -0.08  -0.02


(9)
This record from OMol25 describes a 2-piece molecular cluster, CH5FN2 overall at a distorted geometry. The level of theory is ωB97M-V/def2-TZVPD.

Computed properties:
Net charge ... 0
E_tot ... -250.2785 hartree
Energy above the lowest of the compared OMol25 structures with the same formula, charge and spin ... 0.045 eV
HOMO level (alpha / beta) ... -7.6 / -10.2 eV
Spin multiplicity ... 3
LUMO (alpha / beta) ... 1.1 / -2.7 eV
Orbital gap (alpha / beta) ... 0.317 / 0.273 Eh

Last column: Löwdin spin population.
Positions of all 9 atoms, in Å:
C -0.43 -0.95 -0.17  0.06
N -0.07 1.31 0.05  0.34
N 0.20 0.24 -0.61  0.80
F 2.05 -0.23 0.18  0.72
H -1.44 -0.97 -0.60  0.02
H 0.13 -1.79 -0.55  0.00
H -0.51 -1.01 0.92  0.02
H -0.35 1.26 1.03  0.03
H 0.43 2.14 -0.25  0.01


(10)
This record from OMol25 describes one molecule with the formula C3H5Cl2NSSi at a distorted geometry. The level of theory is ωB97M-V/def2-TZVPD.

Computed properties:
SMILES string ... Cl[SiH](Cl)C1=NCCS1
Net charge ... 0
E_tot ... -1780.2075 hartree
Energy above the lowest of the compared OMol25 structures with the same formula, charge and spin ... 0.000 eV
HOMO level ... -9.0 eV
LUMO ... 0.3 eV
Orbital gap ... 0.341 Eh

Last column: natural (NBO) charge in e.
Positions of all 13 atoms, in Å:
C 0.49 -1.66 0.44  -0.32
C 0.76 -0.13 -1.29  -0.26
C -0.55 0.51 -0.63  -0.58
N 1.18 -1.30 -0.60  -0.38
Si 0.99 -3.17 1.44  1.26
S -0.96 -0.59 0.74  0.21
Cl 2.89 -3.66 0.78  -0.37
Cl 1.34 -2.54 3.31  -0.36
H 0.65 -0.35 -2.37  0.22
H 1.65 0.59 -1.19  0.22
H -0.23 1.49 -0.29  0.23
H -1.49 0.53 -1.29  0.24
H 0.25 -4.54 1.58  -0.12


(11)
This record from OMol25 describes C49H45EuO2P2 as an isolated structure at a distorted geometry. The level of theory is ωB97M-V/def2-TZVPD.

Computed properties:
Net charge ... 0
E_tot ... -3437.3947 hartree
HOMO level (alpha / beta) ... -3.9 / -6.3 eV
Spin multiplicity ... 7
LUMO (alpha / beta) ... 0.1 / 0.1 eV
Orbital gap (alpha / beta) ... 0.147 / 0.236 Eh

Last column: Löwdin spin population.
Positions of all 99 atoms, in Å:
Eu -1.01 -0.15 0.66  4.40
C -2.40 -2.90 3.29  0.00
C -1.60 -2.97 2.04  0.01
C -0.21 -2.89 2.07  0.01
C 0.54 -2.92 0.91  0.01
C 2.03 -2.85 0.97  0.00
C -0.11 -3.04 -0.30  0.01
C -1.49 -3.13 -0.38  0.01
C -2.17 -3.26 -1.70  0.00
C -2.22 -3.10 0.80  0.00
H -2.63 -3.88 3.72  0.00
H -3.35 -2.39 3.12  0.00
H -1.87 -2.33 4.06  0.00
H 0.28 -2.80 3.03  0.00
H 2.47 -3.85 1.04  0.00
H 2.37 -2.28 1.84  0.00
H 2.44 -2.37 0.08  0.00
H 0.47 -3.06 -1.21  0.00
H -3.16 -2.82 -1.68  0.00
H -2.27 -4.31 -1.98  0.00
H -1.60 -2.76 -2.48  0.00
H -3.29 -3.17 0.76  0.00
O -2.42 1.42 -0.03  -0.02
P -1.90 2.52 -0.94  0.00
C -0.20 2.06 -1.52  0.03
P -0.20 0.43 -2.31  0.10
O -1.25 -0.32 -1.54  0.02
C -0.58 0.63 -4.04  0.02
C 0.27 1.33 -4.91  0.01
C -0.04 1.46 -6.26  0.00
C -1.21 0.88 -6.77  0.01
C -2.06 0.17 -5.92  0.00
C -1.74 0.05 -4.57  0.01
C 1.39 -0.37 -2.22  0.11
C 2.58 0.30 -1.93  0.11
C 3.79 -0.40 -1.89  0.02
C 3.82 -1.77 -2.14  0.16
C 2.64 -2.45 -2.43  0.01
C 1.44 -1.75 -2.47  0.13
C -1.78 4.13 -0.14  0.00
C -2.93 4.67 0.44  0.00
C -2.90 5.94 1.03  0.00
C -1.72 6.68 1.04  0.00
C -0.56 6.14 0.48  0.00
C -0.59 4.88 -0.11  0.00
C -2.89 2.76 -2.41  0.00
C -4.05 1.98 -2.59  0.00
C -4.84 2.14 -3.73  0.00
C -4.48 3.07 -4.70  0.00
C -3.34 3.85 -4.53  0.00
C -2.55 3.70 -3.39  0.00
H 0.43 2.02 -0.63  0.01
H 0.20 2.82 -2.20  0.00
H 1.19 1.77 -4.53  0.00
H 0.63 1.99 -6.93  0.00
H -1.45 0.97 -7.82  0.00
H -2.97 -0.28 -6.31  0.00
H -2.41 -0.51 -3.91  0.00
H 2.59 1.37 -1.73  0.00
H 4.72 0.12 -1.65  0.00
H 4.76 -2.32 -2.11  0.01
H 2.66 -3.52 -2.63  0.00
H 0.51 -2.29 -2.69  0.01
H -3.86 4.10 0.44  0.00
H -3.80 6.35 1.47  0.00
H -1.70 7.66 1.50  0.00
H 0.36 6.71 0.50  0.00
H 0.33 4.49 -0.54  0.00
H -4.32 1.25 -1.84  0.00
H -5.73 1.53 -3.86  0.00
H -5.09 3.19 -5.59  0.00
H -3.06 4.57 -5.29  0.00
H -1.67 4.32 -3.27  0.00
C -0.62 -0.13 3.07  0.37
C 0.53 -0.63 3.53  0.07
C 1.66 -1.12 3.99  0.21
C 1.76 -1.44 5.44  0.01
C 0.70 -2.04 6.13  0.03
C 0.81 -2.33 7.50  0.00
C 1.98 -2.02 8.18  0.03
C 3.04 -1.42 7.51  0.00
C 2.93 -1.13 6.15  0.03
C 2.78 -1.32 3.02  0.01
C 3.06 -0.39 2.01  0.04
C 4.11 -0.60 1.11  0.00
C 4.90 -1.74 1.21  0.04
C 4.63 -2.68 2.21  0.00
C 3.58 -2.47 3.10  0.04
H -0.23 -2.30 5.62  0.00
H -0.02 -2.80 8.02  0.00
H 2.06 -2.25 9.24  0.00
H 3.95 -1.18 8.05  0.00
H 3.77 -0.65 5.65  0.00
H 2.47 0.52 1.90  0.00
H 4.31 0.13 0.33  0.00
H 5.71 -1.91 0.51  0.00
H 5.24 -3.58 2.29  0.00
H 3.39 -3.22 3.87  0.00
H -1.71 1.48 1.80  -0.09


(12)
This record from OMol25 describes a 2-piece molecular cluster, CH4NOS overall at a distorted geometry. The level of theory is ωB97M-V/def2-TZVPD.

Computed properties:
Net charge ... -1
E_tot ... -568.6810 hartree
Energy above the lowest of the compared OMol25 structures with the same formula, charge and spin ... 1.897 eV
HOMO level ... -2.8 eV
LUMO ... 4.3 eV
Orbital gap ... 0.259 Eh

Last column: natural (NBO) charge in e.
Positions of all 8 atoms, in Å:
C -1.40 -0.05 -1.17  -0.24
N -0.23 0.17 -0.49  -0.60
O 2.30 -0.34 1.15  -0.99
S 0.66 1.49 -1.06  -0.42
H 1.34 -0.58 0.94  0.49
H -1.80 0.42 -2.06  0.15
H -1.93 -0.93 -0.84  0.13
H 2.19 0.51 0.77  0.48


> What is the net charge in the first record?

0